1.
{
  "formula": "C10H16",
  "method": "the ωB97M-V functional and the def2-TZVPD basis",
  "total_charge": 0,
  "fmax_ev_per_a": 2.04,
  "lumo_ev": 0.986,
  "e_above_lowest_kj_mol": 85.77,
  "homo_lumo_gap_ev": 10.0,
  "smiles": "CCc1ccccc1.CC",
  "symbols": ["C", "C", "C", "C", "C", "C", "C", "C", "H", "H", "H", "H", "H", "H", "H", "H", "H", "H", "C", "C", "H", "H", "H", "H", "H", "H"],
  "positions_angstrom": [[-0.887754, 1.348413, 1.334850], [0.054053, 0.516718, 0.435342], [0.604714, -0.793189, 0.910728], [-0.128263, -1.947956, 0.705222], [0.366723, -3.204661, 1.068940], [1.704366, -3.278061, 1.407400], [2.482972, -2.152007, 1.546792], [1.918194, -0.901051, 1.393759], [-0.945040, 0.790844, 2.278158], [-1.910759, 1.342810, 0.994662], [-0.516376, 2.341415, 1.560088], [-0.494784, 0.394167, -0.506942], [0.842158, 1.141047, -0.003337], [-1.086020, -1.818924, 0.220742], [-0.299984, -4.042457, 1.187744], [2.113197, -4.254416, 1.540798], [3.521568, -2.240841, 1.825483], [2.418611, -0.009292, 1.743465], [-0.659355, 2.548812, -2.278025], [-1.788058, 1.583632, -2.590791], [-0.868461, 3.540759, -2.683316], [-0.444410, 2.708964, -1.227213], [0.242664, 2.361157, -2.867651], [-2.525585, 1.557489, -1.795575], [-1.400372, 0.573726, -2.709465], [-2.313998, 1.892903, -3.491857]],
  "forces_ev_per_a": [[0.6532, -1.3735, 1.1357], [-0.3855, 1.2672, -1.5519], [0.5751, 0.0633, -0.4162], [-0.1671, -0.2357, 0.1343], [-0.1328, 1.1810, 0.0910], [-0.4557, -0.6879, -0.1512], [0.2409, 0.4550, 0.2412], [-0.7964, 0.0829, 0.2863], [0.0228, 0.3813, 0.1678], [-0.2369, 0.3624, -0.4408], [-0.1179, 0.1692, -0.1307], [-0.1326, -0.7581, 0.2148], [0.3426, 0.0066, 0.7774], [-0.3224, -0.2535, 0.2399], [0.0707, -0.3296, -0.5421], [0.4269, -0.4638, 0.3296], [0.1032, -0.0465, 0.1075], [0.3491, 0.1067, -0.4359], [0.2620, 1.1552, -0.9540], [0.1262, -0.0223, 0.1427], [-0.5471, 0.2061, 0.2769], [0.1801, -0.3384, 0.0745], [0.1599, -0.6374, 0.4903], [-0.1289, 0.0238, 0.1796], [-0.1452, -0.1074, -0.1287], [0.0557, -0.2066, -0.1379]]
}

---

2.
{
  "formula": "C39H45F5N6O15",
  "method": "the ωB97M-V functional and the def2-TZVPD basis",
  "total_charge": 0,
  "fmax_ev_per_a": 7.38,
  "lumo_ev": -0.389,
  "e_above_lowest_kj_mol": 596.47,
  "homo_lumo_gap_ev": 7.0,
  "smiles": "O=C1OC[C@@H](F)O1.O=C1OC[C@@H](F)O1.O=C1OC[C@@H](F)O1.O=C1OC[C@@H](F)O1.O=C1OC[C@@H](F)O1.c1cc[nH]c1.c1cc[nH]c1.c1cc[nH]c1.c1cc[nH]c1.c1cc[nH]c1.c1cc[nH]c1",
  "symbols": ["O", "C", "O", "C", "C", "F", "O", "H", "H", "H", "O", "C", "O", "C", "C", "F", "O", "H", "H", "H", "O", "C", "O", "C", "C", "F", "O", "H", "H", "H", "O", "C", "O", "C", "C", "F", "O", "H", "H", "H", "O", "C", "O", "C", "C", "F", "O", "H", "H", "H", "C", "C", "C", "N", "C", "H", "H", "H", "H", "H", "C", "C", "C", "N", "C", "H", "H", "H", "H", "H", "C", "C", "C", "N", "C", "H", "H", "H", "H", "H", "C", "C", "C", "N", "C", "H", "H", "H", "H", "H", "C", "C", "C", "N", "C", "H", "H", "H", "H", "H", "C", "C", "C", "N", "C", "H", "H", "H", "H", "H"],
  "positions_angstrom": [[-0.220347, 1.047060, 6.647029], [0.588399, 1.727872, 5.954039], [0.870601, 1.361766, 4.718202], [1.482591, 2.465544, 4.089185], [2.223849, 3.007301, 5.367991], [2.504463, 4.293541, 5.234091], [1.329759, 2.778505, 6.348776], [2.138730, 2.094570, 3.301817], [0.733822, 3.144856, 3.681785], [3.156767, 2.535110, 5.675891], [-2.180444, -0.537907, 2.142305], [-2.679686, 0.578833, 2.417345], [-2.062601, 1.670257, 2.999391], [-3.001331, 2.315995, 3.817826], [-4.335472, 1.982845, 3.160944], [-4.587798, 2.928941, 2.321474], [-4.081102, 0.794864, 2.453667], [-2.796176, 1.951512, 4.824388], [-2.741962, 3.374690, 3.817399], [-5.143485, 1.957408, 3.892091], [-4.337738, 4.183936, -3.507489], [-3.580126, 4.037466, -2.500753], [-2.247207, 4.379501, -2.410838], [-1.672299, 3.708772, -1.280972], [-2.840383, 3.552960, -0.369779], [-2.844522, 4.705475, 0.261444], [-3.847735, 3.409049, -1.359825], [-1.258776, 2.837771, -1.789358], [-0.812912, 4.219573, -0.846662], [-2.760106, 2.661005, 0.251562], [-0.375660, 1.063041, -3.618560], [0.566774, 1.821046, -3.850767], [0.430714, 3.179732, -3.904425], [1.725075, 3.594983, -4.238644], [2.760012, 2.496080, -3.721771], [2.857480, 2.776270, -2.392479], [1.814503, 1.417679, -3.949239], [1.753648, 3.643480, -5.327196], [1.936615, 4.632619, -3.980489], [3.748043, 2.467950, -4.181238], [-0.898774, -1.272979, -0.910365], [0.001810, -0.500170, -0.410802], [1.267173, -0.287759, -1.063632], [2.165739, 0.391496, -0.243527], [1.085307, 1.156528, 0.579918], [0.949371, 2.379664, 0.179229], [-0.136383, 0.457546, 0.544042], [2.791610, -0.338343, 0.270006], [2.896600, 1.009418, -0.765169], [1.416043, 1.331017, 1.603767], [2.335745, -4.056296, -5.247097], [1.468047, -3.130457, -4.758717], [2.146121, -2.347257, -3.895327], [3.479189, -2.759455, -3.911122], [3.613109, -3.868142, -4.725753], [2.060437, -4.794689, -5.985608], [0.439704, -3.003434, -5.063322], [1.850586, -1.475837, -3.329913], [4.230821, -2.279037, -3.437473], [4.509050, -4.465510, -4.808386], [-3.517507, -3.410479, -4.989428], [-4.859240, -2.975276, -4.704324], [-4.633248, -1.838582, -3.961195], [-3.340659, -1.686380, -3.655091], [-2.587706, -2.616673, -4.239160], [-3.324565, -4.339227, -5.505769], [-5.754468, -3.498574, -5.006189], [-5.196073, -0.949643, -3.717447], [-2.968899, -1.037652, -2.976084], [-1.556933, -2.796020, -3.971324], [1.565213, 7.438908, 1.260348], [1.019351, 6.245660, 0.813068], [2.117499, 5.341863, 0.584183], [3.144693, 5.862576, 1.298686], [2.864386, 7.195348, 1.607465], [1.040049, 8.376252, 1.150845], [0.022855, 6.029915, 0.456920], [2.112131, 4.324104, 0.222854], [3.962379, 5.376438, 1.638031], [3.684338, 7.811051, 1.946577], [2.013373, -3.667329, -0.655246], [3.205094, -4.362413, -0.789025], [3.020253, -5.550425, -0.175153], [1.995463, -5.473866, 0.659250], [1.392263, -4.247260, 0.386243], [1.822581, -2.696480, -1.088192], [4.068910, -4.055131, -1.359804], [3.628244, -6.429798, -0.021986], [1.744806, -6.172722, 1.343994], [0.602176, -3.896670, 1.033753], [1.156643, -2.110402, 3.787467], [1.115775, -2.993013, 4.917125], [2.336128, -3.670251, 4.984784], [3.061050, -3.278373, 3.918794], [2.292763, -2.375064, 3.227545], [0.367332, -1.514518, 3.353536], [0.340595, -3.015577, 5.668790], [2.659222, -4.433443, 5.677275], [3.951000, -3.650622, 3.619596], [2.725673, -1.990009, 2.316107], [-3.912547, -4.967902, 1.509992], [-4.153451, -5.156624, 0.118727], [-3.805650, -4.036619, -0.512037], [-3.388705, -3.100105, 0.375083], [-3.321566, -3.719024, 1.636016], [-3.980961, -5.712162, 2.289607], [-4.671435, -6.000266, -0.312982], [-3.906865, -3.768350, -1.553277], [-3.100244, -2.145983, 0.212166], [-2.936795, -3.071463, 2.409980]],
  "forces_ev_per_a": [[3.2961, 3.4655, -2.3158], [-4.0064, -4.2481, 3.6017], [-0.6322, -0.2513, -0.9430], [1.6416, -0.1794, 0.8354], [1.3901, -0.1391, -2.6702], [-0.0204, 1.7840, 0.0787], [-2.0657, -0.3434, 1.6679], [0.0684, 0.1845, 0.2294], [0.1090, 0.2816, 0.1484], [0.1869, -0.4725, -0.5869], [-1.9435, 5.2120, 0.5376], [0.3767, -3.6723, 1.0773], [0.4942, -2.1655, -1.9804], [0.6730, 0.4026, 0.8281], [1.3830, -1.1582, 2.4282], [-1.1403, 2.6251, -2.7514], [1.5011, -0.3915, 0.2005], [-0.6870, -0.1975, 0.1783], [-0.4869, 0.0749, -0.1880], [-0.1855, -0.8516, -0.2334], [3.5028, -0.5206, 5.0117], [-0.4566, 0.6933, -4.0549], [-0.9937, 1.1264, -0.9080], [1.5622, -0.8551, -1.9341], [1.8855, -1.6926, -2.8648], [-1.5856, 1.5841, 1.9161], [-2.5583, -0.4977, 1.8078], [-0.1425, -0.7593, 0.8060], [-0.4101, 0.5300, -0.0932], [-0.7447, 0.3199, 0.2790], [2.4920, 1.9907, -0.8929], [-4.7222, -1.3785, 1.7777], [0.9297, -1.5607, 0.4466], [2.2338, 1.5468, -1.8636], [-4.6661, 2.5961, -0.8674], [0.6830, -0.9229, 0.6117], [3.2813, -0.9287, 0.4186], [0.3025, -0.3304, -0.2897], [-0.1461, -0.2527, 0.8761], [-0.4144, -0.7423, -0.1057], [5.0626, 4.1910, 3.3608], [-2.8671, -2.2175, -4.8281], [-2.2740, -2.0822, -0.6198], [-1.3308, -0.0645, 0.9010], [2.7650, -1.4317, 3.2026], [-1.1153, 3.1293, -2.2349], [1.1043, -0.9395, -0.8269], [-0.3432, -0.0292, 0.7494], [-0.7524, 0.4061, -0.3849], [-0.3841, -1.0551, 0.4219], [2.0748, -2.2796, -1.4034], [-1.7721, 1.1035, 0.2987], [1.6600, 1.0439, 0.4806], [-0.4016, -0.0911, 0.2965], [-1.4743, 0.6055, 0.0210], [0.1778, -0.1822, 0.1302], [0.0413, -0.0666, 0.1953], [-0.0109, -0.0827, -0.0490], [-0.2663, -0.2964, -0.0157], [-0.0327, 0.3168, -0.0396], [0.6394, -0.3077, 1.4449], [2.2697, 0.4987, -0.3008], [-1.9859, 1.2098, 0.6309], [1.1606, 0.7457, 0.6684], [-1.2095, -2.6360, -1.8219], [0.3874, 0.1158, -0.0233], [-0.0335, 0.5670, -0.1220], [-0.8551, -0.5143, 0.2129], [-0.2008, 0.1475, -0.3201], [-0.0851, 0.1772, -0.2444], [-0.1051, 0.7580, 0.3235], [1.4014, -2.5535, -2.6211], [-2.6817, 0.3386, 2.2411], [0.7051, 1.4911, -0.4349], [0.8520, -0.8333, 0.1459], [0.2063, 0.0990, 0.6471], [-0.0032, 0.3723, -0.0973], [0.0477, 0.1131, 0.1564], [-0.0727, 0.1654, -0.5029], [-0.3224, 0.1034, 0.1646], [0.5593, 2.2572, 0.9289], [1.2241, -0.7893, -2.5138], [3.0002, -1.8500, 1.1374], [-2.0587, 1.5817, 0.2215], [-2.2761, -1.1897, 1.7276], [-0.2590, -0.1118, 0.1368], [-0.2072, -0.3356, -0.3608], [0.4831, 0.1710, -0.5488], [-0.2040, 0.3880, -0.2760], [-0.3055, -0.1325, -0.3754], [-3.0348, -0.5878, 1.8290], [0.5210, -0.0735, 0.9969], [-1.9117, 0.0545, 0.6885], [0.0303, 0.1938, -0.4399], [4.7263, 0.1466, -3.2919], [0.0090, 0.1109, 0.3221], [0.0240, -0.2076, -0.0826], [0.0628, 0.1795, -0.0433], [-0.3337, 0.1673, 0.0553], [-0.1209, 0.0641, -0.1217], [1.3496, 0.5953, 0.2602], [-0.9051, -1.5506, 1.1059], [-0.2746, 1.9939, -1.9368], [0.7456, -1.0651, 1.6201], [-0.9582, 0.9760, -1.0940], [-0.1451, 0.1096, -0.0274], [0.2975, -0.0174, -0.1039], [-0.0163, -0.1074, -0.0508], [0.1668, -0.3733, -0.1813], [-0.1492, -0.5389, 0.3958]]
}